Record 1
C10H11F2N | wB97M-V/def2-TZVPD

Summary:
Energy relative to the best compared isomer or geometry (same formula, charge and spin): 75.3 kJ/mol
Total energy: -642.089807 hartree
HOMO: -0.323 Ha
F_max: 4.06 eV Å⁻¹
Gap between HOMO and LUMO: 9.69 eV

Each line ends with the Löwdin charge.
Atoms and positions in Å:
C 2.3886 -0.3141 -0.6852  -0.340
C 1.8599 -0.1894 0.7389  -0.254
C 0.7423 -1.2106 0.8107  -0.094
C -0.5490 -0.6958 0.3097  -0.146
C -1.7587 -1.4493 0.3233  -0.010
C -2.8979 -0.9486 -0.3496  -0.122
C -3.0296 0.3299 -0.8124  -0.064
C -1.8477 1.1492 -0.6405  -0.018
C -0.7290 0.6540 0.0102  -0.149
C 0.4193 1.6530 0.1693  -0.186
H 1.7223 0.1776 -1.4231  0.161
H 2.6718 -0.4668 1.4380  0.166
H 1.1576 -1.9884 0.1702  0.120
H 0.6425 -1.6309 1.7862  0.125
H -1.9912 -2.3754 0.8059  0.100
H -3.5984 -1.7646 -0.5977  0.107
H -4.0245 0.6664 -1.0040  0.093
H -1.8707 2.0522 -1.1427  0.084
H 0.9490 1.7305 -0.7357  0.085
H 0.0926 2.6686 0.3739  0.131
H 2.0126 1.9220 1.1167  0.126
N 1.3528 1.1355 1.1285  -0.004
F 3.5495 0.4734 -0.8537  0.008
F 2.7359 -1.5785 -0.9369  0.081



Record 2
C10H11F2N | wB97M-V/def2-TZVPD

Summary:
Energy relative to the best compared isomer or geometry (same formula, charge and spin): 300.9 kJ/mol
Total energy: -642.003904 hartree
HOMO: -0.281 Ha
F_max: 4.08 eV Å⁻¹
Gap between HOMO and LUMO: 8.20 eV

Each line ends with the Löwdin charge.
Atoms and positions in Å:
C -0.4286 2.8311 0.8466  -0.082
C -0.3250 2.4619 -0.5361  -0.106
C 0.2467 2.0121 1.7006  -0.123
C 0.3690 1.3913 -0.9970  -0.096
C 1.0345 0.9569 1.2638  -0.036
C 1.1329 0.6134 -0.1207  -0.224
C 1.9941 -0.3618 -0.7553  0.011
C -2.1746 -1.5899 -0.9193  -0.212
C 3.1102 -0.9068 -0.2727  -0.356
C -2.1303 -3.0962 -0.6483  -0.145
N -1.9007 -0.8458 0.1118  0.011
F 3.5463 -0.6529 0.9738  0.110
F 3.8826 -1.7882 -0.8320  0.159
H -1.0314 3.6452 1.1901  0.093
H -0.9693 2.9879 -1.3116  0.124
H 0.2967 2.1855 2.8094  0.122
H 0.3169 1.3206 -2.1328  0.141
H 1.5842 0.3735 1.9918  0.103
H 1.7482 -0.5523 -1.8043  0.129
H -1.2447 -3.3933 -1.1018  0.033
H -3.1513 -3.4277 -1.0265  0.087
H -2.2239 -3.2165 0.4208  0.042
H -1.4876 -1.1641 0.9490  0.067
H -2.1947 0.2164 0.2008  0.146



Record 3
C10H11F2P | wB97M-V/def2-TZVPD

Summary:
Energy relative to the best compared isomer or geometry (same formula, charge and spin): 32.0 kJ/mol
Total energy: -928.710116 hartree
HOMO: -0.330 Ha
F_max: 5.12 eV Å⁻¹
Gap between HOMO and LUMO: 9.59 eV

Each line ends with the Löwdin charge.
Atoms and positions in Å:
C -1.6092 -0.6590 0.2828  -0.080
C -1.1713 -1.7446 0.9551  -0.047
C -0.7490 0.1177 -0.4791  -0.247
C 0.2161 -2.0371 1.0079  -0.171
C 1.0866 -1.2095 0.3414  -0.256
C 0.6138 -0.1467 -0.4358  -0.238
C -1.1022 1.4674 -1.1188  -0.166
C 0.2096 2.1988 -1.3502  -0.505
C 0.6168 -3.2817 1.7936  -0.009
C 0.4901 3.1325 -0.1676  -0.151
F 2.3872 -1.5071 0.2487  0.065
F 1.3650 0.2990 -2.7831  -0.351
P 1.7241 1.0499 -1.3358  1.061
H -2.6943 -0.2448 0.2259  0.147
H -1.9969 -2.3905 1.4905  0.155
H -1.7216 1.1507 -2.0256  0.140
H -1.8680 1.8372 -0.3716  0.127
H 0.3001 2.6054 -2.4547  0.141
H 1.0096 -4.0384 1.2149  0.062
H 1.4281 -3.0168 2.4317  0.086
H -0.1953 -3.7068 2.1460  0.020
H 0.6318 2.7461 0.7894  0.046
H -0.4430 3.7044 -0.0623  0.080
H 1.4718 3.6740 -0.3435  0.088



Record 4
C10H11F3Li2NO5 | wB97M-V/def2-TZVPD

Summary:
Energy relative to the best compared isomer or geometry (same formula, charge and spin): 0.0 kJ/mol
Total energy: -1133.340619 hartree
HOMO (spin up / spin down): -0.356 / -0.356 Ha
2S+1: 2
F_max: 5.83 eV Å⁻¹
Gap between HOMO and LUMO (spin up / spin down): 9.55 / 7.78 eV

Each line ends with the Löwdin charge.
Atoms and positions in Å:
Li -1.3119 13.9581 -7.9169  0.795
Li -0.5702 15.8930 -6.2020  0.643
C -2.5050 14.5728 -5.2192  -1.029
O -2.4455 15.7809 -5.4369  0.006
O -3.0526 14.0381 -4.2160  0.213
O -1.7963 13.8485 -5.8819  -0.013
C 0.4914 16.2819 -8.6054  -0.376
O -0.3730 17.0769 -7.7686  -0.211
O 0.5042 15.0387 -7.9084  -0.336
C -0.0344 16.3264 -10.1293  -0.410
F 1.0658 16.7089 -10.9659  0.061
F -0.4778 15.1082 -10.4857  0.117
F -1.1034 17.1710 -10.3502  0.109
C -0.3385 18.5039 -7.8792  -0.244
C -0.9405 18.9344 -6.5388  -0.063
H -0.9664 20.0233 -6.5814  0.077
H -1.9804 18.6079 -6.5306  0.086
H -0.3297 18.6426 -5.6846  0.070
H -0.8835 19.0479 -8.6506  0.118
H 0.6798 18.8886 -7.9361  0.123
H 1.4827 16.7151 -8.4721  0.145
N 0.9032 16.1422 -4.5706  0.021
C 2.1364 15.8220 -4.7891  -0.144
C 3.1391 15.6512 -3.7955  -0.027
C 2.8220 16.0558 -2.4902  -0.053
C 1.5506 16.6146 -2.3355  -0.066
C 0.6100 16.4776 -3.3305  -0.143
H 2.3308 15.5607 -5.8188  0.104
H 4.0744 15.1964 -4.0868  0.100
H 3.4964 16.1219 -1.6492  0.106
H 1.2667 16.8394 -1.3181  0.105
H -0.3844 16.8559 -3.1450  0.117



Record 5
C10H11F3OSi | wB97M-V/def2-TZVPD

Summary:
Energy relative to the best compared isomer or geometry (same formula, charge and spin): 134.6 kJ/mol
Total energy: -1051.951585 hartree
HOMO: -0.338 Ha
F_max: 6.64 eV Å⁻¹
Gap between HOMO and LUMO: 9.59 eV

Each line ends with the Löwdin charge.
Atoms and positions in Å:
C -3.2931 0.8008 1.4592  -0.093
C -2.7830 1.7437 0.5826  -0.091
C -2.5737 -0.3481 1.5885  -0.061
C -1.7317 1.5328 -0.2757  -0.083
C -1.4364 -0.5231 0.7822  -0.108
C -1.0619 0.3323 -0.1652  -0.276
C 2.7875 0.1569 1.1633  -0.023
C 2.2224 -0.6980 0.4062  -0.112
C 1.2912 1.2827 -2.1131  -0.165
C 2.2939 -2.2521 0.5160  -0.531
O 0.0481 -1.4185 -2.2565  -0.120
F 2.8652 -2.9409 -0.4809  0.125
F 0.8941 -2.6555 0.5541  -0.016
F 2.8090 -2.8004 1.6471  0.102
Si 0.3923 -0.1869 -1.2532  0.729
H -4.2318 0.9359 2.0272  0.120
H -3.3841 2.6190 0.5660  0.093
H -2.9185 -0.9675 2.4193  0.113
H -1.2832 2.2346 -0.9557  0.096
H -0.9173 -1.4105 0.9018  0.066
H 2.5361 1.1805 0.9844  0.049
H 3.4483 -0.0358 1.9715  0.061
H 1.2332 2.0647 -1.3600  0.024
H 2.2340 1.1457 -2.5164  -0.003
H 0.6709 1.5538 -2.9992  0.041
H -0.1116 -1.3463 -3.1933  0.065



Record 6
C10H11FN2 | wB97M-V/def2-TZVPD

Summary:
Energy relative to the best compared isomer or geometry (same formula, charge and spin): 40.6 kJ/mol
Total energy: -596.682404 hartree
HOMO (spin up / spin down): -0.178 / -0.328 Ha
2S+1: 3
F_max: 4.92 eV Å⁻¹
Gap between HOMO and LUMO (spin up / spin down): 5.59 / 6.30 eV

Each line ends with the Löwdin charge.
Atoms and positions in Å:
C 3.4266 -1.5834 0.2012  -0.115
C 3.7812 -0.3480 -0.2737  -0.069
C 2.1644 -2.0238 0.2644  -0.102
C 2.7179 0.5322 -0.5601  -0.059
C 1.1329 -1.1500 -0.0048  -0.052
C 1.4166 0.1279 -0.4405  -0.209
C 0.2052 1.0381 -0.6929  -0.173
C -0.9219 1.0851 0.2589  -0.322
C -1.5737 1.7419 1.3966  -0.007
C -3.9304 -0.0969 -0.8686  -0.040
N -1.1176 0.3843 -0.7532  0.164
N -4.1680 -0.6774 0.2170  0.003
F -4.6038 -1.9978 -0.0061  -0.124
H 4.0915 -2.3462 0.5817  0.109
H 4.6870 0.0342 -0.6165  0.084
H 2.0394 -2.9301 0.8723  0.116
H 2.8197 1.4949 -1.0560  0.106
H 0.1243 -1.3028 0.3550  0.107
H -2.6849 1.4306 1.5143  0.106
H -1.4489 2.7727 1.1590  0.075
H -0.9882 1.3844 2.2747  0.104
H -4.0604 -0.5301 -1.8479  0.090
H 0.4081 2.0988 -1.2488  0.171
H -3.5169 0.8611 -0.7260  0.038



Record 7
C10H11N | wB97M-V/def2-TZVPD

Summary:
Energy relative to the best compared isomer or geometry (same formula, charge and spin): 348.7 kJ/mol
Total energy: -442.255158 hartree
HOMO (spin up / spin down): -0.284 / -0.284 Ha
F_max: 4.34 eV Å⁻¹
Gap between HOMO and LUMO (spin up / spin down): 7.33 / 7.33 eV

Each line ends with the Löwdin charge.
Atoms and positions in Å:
C 0.0630 -1.9276 1.4393  -0.129
C -1.1992 -1.8046 0.8295  -0.047
C 1.0765 -1.0584 1.2446  -0.040
C -1.3344 -0.8346 -0.1267  -0.089
C 0.8552 0.1498 0.4857  -0.189
C -0.3814 0.1919 -0.1868  -0.316
C -2.3027 0.2739 -0.7019  -0.255
C 1.7233 1.2008 0.3765  -0.067
C -2.8069 0.2464 -2.1723  -0.058
C 3.0818 1.3751 0.9087  -0.071
N -1.1138 1.2110 -0.4968  0.168
H 0.1854 -2.9128 1.9741  0.120
H -2.0314 -2.5735 1.1455  0.142
H 2.0122 -1.5104 1.6904  0.131
H -3.1303 0.6223 -0.0356  0.140
H 1.1514 1.9976 -0.1255  0.115
H -2.0547 0.2373 -2.8928  0.046
H -3.3098 1.2004 -2.2996  0.062
H -3.6743 -0.5016 -2.1899  0.101
H 3.1424 0.6508 1.7199  0.069
H 3.1136 2.3357 1.5208  0.111
H 3.7487 1.3235 0.1223  0.055



Record 8
C10H11N | wB97M-V/def2-TZVPD

Summary:
Energy relative to the best compared isomer or geometry (same formula, charge and spin): 518.5 kJ/mol
Total energy: -442.190465 hartree
HOMO (spin up / spin down): -0.256 / -0.256 Ha
F_max: 4.07 eV Å⁻¹
Gap between HOMO and LUMO (spin up / spin down): 7.17 / 7.17 eV

Each line ends with the Löwdin charge.
Atoms and positions in Å:
C 3.1771 -0.3328 -0.1044  -0.114
C 2.3052 -0.0828 -1.1710  -0.061
C 2.7073 -0.3721 1.1681  -0.067
C 0.9813 0.3828 -0.9212  0.003
C 1.3696 0.0995 1.4563  0.009
C 0.5556 0.5403 0.4256  -0.222
C -1.8266 1.6578 0.2699  0.007
C -0.6809 1.1249 0.6675  -0.268
C -2.3133 -1.5178 -0.3244  -0.042
C -2.4295 -0.7359 -1.4348  -0.101
N -1.4745 1.7153 1.6763  0.024
H 4.1583 -0.7624 -0.3974  0.116
H 2.7685 0.0076 -2.1351  0.093
H 3.3344 -0.8020 1.8670  0.076
H 0.2172 0.3637 -1.6746  0.087
H 1.1148 0.3812 2.4639  0.109
H -2.6503 1.5006 -0.4218  0.090
H -3.1014 -1.6392 0.3735  0.040
H -1.9536 1.1286 2.3691  0.075
H -1.2895 -1.6884 -0.0308  0.045
H -3.3509 -0.4046 -1.9838  0.067
H -1.6187 -0.5643 -2.1382  0.033



Record 9
C10H11N2O2P | wB97M-V/def2-TZVPD

Summary:
Energy relative to the best compared isomer or geometry (same formula, charge and spin): 76.7 kJ/mol
Total energy: -988.993876 hartree
HOMO: -0.325 Ha
F_max: 1.90 eV Å⁻¹
Gap between HOMO and LUMO: 8.46 eV

Each line ends with the Löwdin charge.
Atoms and positions in Å:
C 1.1315 2.7953 -0.3196  -0.065
C 1.2575 2.1870 0.9203  -0.074
C 1.5312 2.1385 -1.4753  -0.062
C 1.7838 0.9098 1.0077  -0.093
C 2.0500 0.8584 -1.3967  -0.058
C -2.5061 -0.1106 0.1627  -0.101
C -1.3279 -0.5542 0.6514  -0.085
C 2.1696 0.2633 -0.1528  -0.297
C -1.9920 -2.0229 -0.9445  -0.076
C 0.1465 -2.4854 0.1912  -0.037
N -2.8813 -1.0175 -0.7989  -0.004
N -1.0266 -1.7106 -0.0333  -0.178
O 3.1834 -2.0456 -1.3017  -0.261
O 3.0975 -1.8937 1.2977  -0.269
P 2.7898 -1.4148 -0.0463  0.550
H 0.7166 3.7911 -0.3926  0.108
H 0.9401 2.7090 1.8106  0.108
H 1.4301 2.6266 -2.4335  0.108
H 1.9036 0.4083 1.9572  0.114
H 2.3659 0.3118 -2.2714  0.113
H -3.0938 0.7500 0.4110  0.105
H -0.6920 -0.1571 1.4172  0.104
H 0.1012 -3.3862 -0.4217  0.109
H 1.0834 -1.9308 -0.0928  -0.001
H 0.2528 -2.7599 1.2447  0.113
H -3.7224 -0.9515 -1.3487  0.128



Q: Look up the F_max of the first one.
A: 4.06 eV Å⁻¹